Entry 1:
Below is a structure of composition C26H23Br2N3O2PtS2, with properties calculated with wB97M-V/def2-TZVPD.

Calculated values
* energy relative to the best compared isomer or geometry (same formula, charge and spin): 20.55 kJ/mol
* total charge: +2
* HOMO energy: -12.728 eV
* LUMO: -6.071 eV
* orbital gap: 0.24463 Eh

```
59
Properties=species:S:1:pos:R:3:nbo_charge:R:1
Pt -0.489 0.060 0.772 0.903
S -1.398 -5.890 4.360 0.493
C -1.651 -5.597 6.015 -0.374
C -1.625 -4.272 6.305 -0.251
C -1.391 -3.481 5.149 -0.201
C -1.243 -4.216 4.008 -0.275
C -0.993 -3.733 2.644 -0.058
C -1.056 -2.357 2.381 0.094
N -0.841 -1.852 1.176 -0.423
C -0.579 -2.667 0.136 0.208
C -0.502 -4.041 0.288 -0.080
C -0.233 -4.836 -0.883 -0.151
C -0.120 -4.257 -2.096 -0.161
C -0.247 -2.827 -2.252 -0.054
C -0.209 -2.159 -3.484 -0.119
C -0.368 -0.791 -3.549 0.025
C -0.510 -0.095 -2.332 0.091
N -0.523 -0.704 -1.159 -0.428
C -0.429 -2.058 -1.118 0.117
C -0.403 -0.037 -4.811 -0.294
C -0.421 1.318 -4.983 -0.214
C -0.483 1.715 -6.346 -0.251
C -0.516 0.650 -7.185 -0.377
S -0.475 -0.823 -6.337 0.489
C -0.697 -4.562 1.574 -0.088
H -1.819 -6.423 6.693 0.264
H -1.759 -3.878 7.304 0.245
H -1.334 -2.396 5.181 0.210
H -1.306 -1.657 3.166 0.224
H -0.136 -5.911 -0.768 0.244
H 0.062 -4.857 -2.981 0.245
H -0.070 -2.738 -4.391 0.241
H -0.606 0.967 -2.314 0.247
H -0.375 2.021 -4.157 0.220
H -0.508 2.742 -6.690 0.241
H -0.571 0.654 -8.266 0.263
H -0.618 -5.636 1.722 0.244
Br 0.862 0.323 3.272 0.134
C -0.550 1.559 3.712 -0.516
Br -2.159 1.010 2.806 0.136
H -0.273 2.525 3.322 0.241
H -0.718 1.553 4.779 0.256
O 0.235 2.764 -1.380 -0.673
C 0.350 2.857 -0.162 0.801
O 0.071 2.014 0.765 -0.753
C 0.957 4.147 0.380 -0.153
N 0.998 5.143 -0.765 -0.519
C 2.363 5.811 -0.798 -0.223
C 3.024 5.375 0.508 -0.421
C 2.429 3.988 0.772 -0.409
H 0.362 4.546 1.196 0.238
H 0.241 5.819 -0.712 0.440
H 0.812 4.542 -1.576 0.470
H 2.238 6.885 -0.890 0.243
H 2.893 5.441 -1.669 0.232
H 2.764 6.062 1.316 0.227
H 4.108 5.357 0.417 0.259
H 2.534 3.666 1.805 0.252
H 2.905 3.240 0.131 0.228
```

=====

Entry 2:
Below is a structure of composition C26H23BrN4NbO2PSSe2 at a distorted geometry, with properties calculated with wB97M-V/def2-TZVPD.

Calculated values
* energy relative to the best compared isomer or geometry (same formula, charge and spin): 68.18 kJ/mol
* total charge: +2
* HOMO energy: -14.558 eV
* LUMO: -8.607 eV
* orbital gap: 0.21868 Eh

```
61
Properties=species:S:1:pos:R:3:nbo_charge:R:1
Nb -0.283 0.625 -0.481 1.052
Se 0.011 1.176 1.926 0.162
P 1.818 -0.009 1.442 1.034
Se 2.191 -0.168 -0.692 0.096
C 3.034 1.023 2.291 -0.447
C 3.553 2.107 1.578 -0.182
C 4.293 3.103 2.245 -0.173
C 4.572 2.952 3.614 -0.150
C 4.187 1.774 4.230 -0.189
C 3.383 0.808 3.628 -0.183
C 1.891 -1.692 2.153 -0.439
C 3.213 -2.126 2.456 -0.189
C 3.468 -3.448 2.684 -0.175
C 2.492 -4.432 2.679 -0.140
C 1.203 -3.975 2.351 -0.202
C 0.901 -2.624 2.118 -0.132
H 3.356 2.167 0.504 0.224
H 4.616 3.938 1.681 0.238
H 5.171 3.709 4.092 0.249
H 4.323 1.677 5.321 0.245
H 2.995 -0.064 4.191 0.246
H 4.004 -1.433 2.472 0.234
H 4.472 -3.758 2.760 0.236
H 2.725 -5.450 2.964 0.253
H 0.360 -4.665 2.300 0.231
H -0.140 -2.424 1.789 0.213
Br -3.684 1.154 -2.852 0.090
C -2.069 0.653 -3.732 0.176
C -2.383 0.229 -5.046 -0.250
C -1.275 -0.211 -5.817 -0.094
C 0.005 -0.100 -5.251 -0.245
C 0.150 0.365 -3.967 0.078
N -0.896 0.622 -3.110 -0.525
H -3.381 0.273 -5.421 0.260
H -1.452 -0.630 -6.805 0.252
H 0.946 -0.312 -5.791 0.258
H 1.139 0.295 -3.555 0.209
O -3.252 -1.295 0.612 -0.559
C -2.438 -1.880 -0.091 0.706
C -2.518 -3.351 -0.481 -0.516
C -1.394 -3.484 -1.503 -0.526
C -0.679 -2.169 -1.567 0.711
O 0.241 -1.987 -2.374 -0.568
N -1.334 -1.248 -0.678 -0.806
H -3.536 -3.508 -0.919 0.273
H -2.474 -3.976 0.416 0.264
H -1.740 -3.698 -2.472 0.265
H -0.645 -4.259 -1.257 0.263
C -3.988 1.706 1.114 -0.700
C -3.212 2.608 0.266 0.333
C -3.710 3.793 -0.180 -0.305
C -3.001 4.640 -0.987 0.150
N -1.729 4.373 -1.302 -0.433
C -1.307 3.207 -0.911 0.279
S 0.371 2.886 -1.262 0.116
N -1.940 2.298 -0.120 -0.570
H -3.821 1.917 2.161 0.258
H -3.783 0.615 0.903 0.292
H -4.992 2.002 0.817 0.247
H -4.716 4.075 0.250 0.259
H -3.312 5.607 -1.385 0.244
```

=====

Entry 3:
Below is a structure of composition C26H23Cl2NOZn at a distorted geometry, with properties calculated with wB97M-V/def2-TZVPD.

Calculated values
* HOMO energy: -5.030 eV
* LUMO: -2.129 eV
* orbital gap: 0.10661 Eh

```
54
Properties=species:S:1:pos:R:3:nbo_charge:R:1
C -1.074 4.532 -4.712 -0.260
O -1.221 4.788 -3.302 -0.483
C -0.823 3.821 -2.436 0.339
C -0.187 2.624 -2.845 -0.326
C 0.249 1.730 -1.886 -0.112
C 0.018 1.941 -0.509 -0.162
C 0.526 0.992 0.456 -0.020
C 1.837 0.530 0.389 -0.183
C 2.467 -0.384 1.343 0.002
C 2.047 -0.987 2.520 -0.201
C 2.962 -1.798 3.217 -0.215
C 4.278 -1.988 2.756 -0.201
C 4.717 -1.376 1.570 -0.231
C 3.786 -0.599 0.895 0.119
N 3.984 0.173 -0.260 -0.307
C 5.218 0.244 -1.016 -0.406
C 2.851 0.850 -0.562 0.090
C -0.667 3.125 -0.118 -0.135
C -1.035 4.071 -1.053 -0.262
H -1.509 5.413 -5.178 0.209
H -0.018 4.435 -5.004 0.180
H -1.622 3.631 -5.028 0.188
H -0.017 2.434 -3.907 0.224
H 0.778 0.834 -2.210 0.210
H -0.071 0.727 1.335 0.246
H 1.029 -0.815 2.878 0.245
H 2.647 -2.276 4.147 0.213
H 4.965 -2.617 3.324 0.223
H 5.731 -1.489 1.185 0.216
H 5.948 -0.405 -0.535 0.223
H 5.049 -0.089 -2.045 0.218
H 5.604 1.269 -1.040 0.218
H 2.794 1.516 -1.416 0.232
H -0.855 3.285 0.949 0.225
H -1.495 5.015 -0.751 0.235
Cl -1.042 -5.088 4.141 -0.713
Zn -0.947 -3.004 4.513 1.442
Cl -1.348 -0.985 3.975 -0.715
C -2.520 -3.709 1.139 -0.272
C -1.258 -3.218 0.726 -0.298
C -1.452 -1.938 0.146 -0.313
C -2.862 -1.651 0.137 -0.024
C -3.516 -2.742 0.846 -0.129
C -4.891 -2.735 1.070 -0.186
C -5.663 -1.738 0.476 -0.256
C -5.063 -0.771 -0.354 -0.252
C -3.667 -0.695 -0.502 -0.228
H -2.712 -4.607 1.713 0.204
H -0.313 -3.752 0.826 0.206
H -0.692 -1.270 -0.255 0.188
H -5.318 -3.545 1.653 0.200
H -6.744 -1.740 0.596 0.201
H -5.690 -0.050 -0.886 0.199
H -3.191 0.084 -1.111 0.195
```

=====

Entry 4:
Below is a structure of composition C26H23ClEuIN2O6S2 at a distorted geometry, with properties calculated with wB97M-V/def2-TZVPD.

Calculated values
* energy relative to the best compared isomer or geometry (same formula, charge and spin): 0.00 kJ/mol
* spin multiplicity: 8
* total charge: -1
* HOMO energy (spin up / spin down): -2.683 / -4.256 eV
* LUMO (spin up / spin down): 2.246 / 2.245 eV
* orbital gap (spin up / spin down): 0.18115 / 0.23893 Eh

```
62
Properties=species:S:1:pos:R:3:mulliken_spin:R:1
Eu -1.049 -1.331 17.733 6.925
O -0.797 1.116 17.383 0.004
C -1.113 2.078 18.400 -0.003
C -1.488 1.427 19.664 0.010
C -1.780 2.286 20.759 -0.003
C -2.355 1.701 21.881 0.004
C -2.383 0.337 21.996 -0.001
C -1.980 -0.441 20.951 0.007
N -1.540 0.114 19.784 -0.002
H -1.417 1.242 16.629 0.001
H -1.872 2.820 18.116 0.000
H -0.177 2.637 18.640 -0.001
H -1.750 3.379 20.581 0.000
H -2.767 2.285 22.655 0.001
H -2.874 -0.139 22.854 0.000
H -1.914 -1.516 21.020 -0.001
C 0.297 -6.389 23.176 0.000
O 1.507 -5.681 22.855 0.001
C 1.534 -4.645 22.007 0.008
C 2.751 -4.082 21.661 -0.004
C 2.841 -3.088 20.711 0.008
C 1.698 -2.558 20.032 0.011
C 1.914 -1.350 19.264 0.023
C 3.220 -0.656 19.370 0.002
O 1.048 -0.940 18.419 -0.018
C 0.464 -3.294 20.113 0.005
O -0.556 -3.056 19.335 0.007
C 0.399 -4.201 21.245 -0.005
H 0.561 -7.110 23.941 0.000
H -0.138 -6.828 22.273 0.000
H -0.446 -5.718 23.687 0.000
H 3.623 -4.395 22.197 0.000
H 3.876 -2.768 20.426 0.001
H 4.036 -1.223 18.938 0.002
H 3.535 -0.570 20.426 0.000
H 3.135 0.309 18.887 0.000
H -0.516 -4.728 21.447 -0.001
Cl -6.420 -6.455 16.626 0.000
C -5.512 -5.012 16.896 0.002
C -6.231 -3.892 17.317 -0.001
C -5.519 -2.728 17.590 -0.001
I -6.335 -1.201 18.697 0.000
C -4.121 -2.561 17.304 -0.008
O -3.500 -1.536 17.732 0.017
C -3.438 -3.733 16.828 0.000
N -2.014 -3.642 16.661 0.004
C -1.429 -4.822 16.313 0.003
C -2.127 -5.989 15.909 -0.001
C -3.481 -6.071 16.021 0.002
C -4.130 -4.996 16.639 -0.001
H -7.326 -3.903 17.378 0.000
H -0.353 -4.879 16.305 0.000
H -1.461 -6.824 15.545 0.000
H -4.044 -6.979 15.718 0.000
C 1.031 -2.439 12.387 0.000
O 0.044 -1.501 12.887 0.000
C -0.109 -1.245 14.182 0.002
S 0.872 -1.858 15.433 -0.002
S -1.544 -0.302 14.435 0.001
H 1.966 -1.903 12.224 0.000
H 0.587 -2.869 11.447 0.000
H 1.234 -3.224 13.133 0.000
```